1.
{"formula": "C6H12N", "method": "ωB97M-V/def2-TZVPD", "species": ["C", "C", "C", "C", "C", "C", "N", "H", "H", "H", "H", "H", "H", "H", "H", "H", "H", "H", "H"], "positions_angstrom": [[-3.225, 0.791, -0.158], [-2.182, 0.178, -0.032], [0.283, 1.681, 0.773], [0.741, 0.600, -1.457], [-0.158, -2.042, 0.162], [0.292, 0.473, 0.004], [0.540, -0.825, 0.820], [-4.347, 0.836, -0.005], [1.261, 2.281, 0.734], [-0.477, 2.364, 0.471], [-0.007, 1.361, 1.869], [1.750, 0.431, -1.614], [0.142, -0.072, -2.147], [0.469, 1.532, -1.755], [0.255, -2.062, -0.866], [-0.050, -3.004, 0.588], [-1.147, -1.760, -0.079], [0.232, -0.463, 1.682], [1.585, -1.045, 0.838]], "lowdin_charge": [-0.04, -0.04, -0.07, 0.00, 0.03, -0.23, 0.08, 0.06, 0.15, 0.09, 0.14, 0.08, 0.13, 0.06, 0.11, 0.09, 0.03, 0.12, 0.22], "de_lowest_kj_mol": 690.7, "total_energy_ev": -7892.9034, "charge": 1, "gap_ev": [7.844, 7.839]}


2.
{"formula": "C6H12N2", "method": "ωB97M-V/def2-TZVPD", "species": ["C", "C", "C", "C", "N", "N", "H", "H", "H", "H", "H", "H", "C", "C", "H", "H", "H", "H", "H", "H"], "positions_angstrom": [[0.103, 0.073, -2.580], [-0.638, 2.238, 0.196], [-0.440, 0.778, -1.452], [-1.728, 0.628, -0.940], [0.199, 1.840, -0.719], [-1.906, 1.587, 0.104], [-0.586, 2.845, 1.066], [-2.678, 2.123, 0.374], [-2.345, -0.068, -1.326], [0.522, 0.717, -3.358], [-0.651, -0.677, -2.887], [0.915, -0.628, -2.187], [0.923, -0.787, 1.560], [1.413, -2.158, 1.910], [-0.098, -0.893, 1.310], [0.789, -0.020, 2.309], [1.516, -0.286, 0.791], [1.636, -2.621, 0.928], [0.723, -2.793, 2.512], [2.331, -1.897, 2.390]], "lowdin_spin": [0.19, 0.15, 0.01, 0.02, 0.01, 0.05, 0.08, 0.11, 0.03, 0.03, 0.05, 0.06, 0.03, 0.10, 0.01, 0.01, 0.01, 0.04, 0.01, 0.01], "de_lowest_kj_mol": 173.7, "total_energy_ev": -9393.7521, "multiplicity": 2, "charge": -1, "gap_ev": [1.758, 9.044]}


3.
{"formula": "C6H12N2", "method": "ωB97M-V/def2-TZVPD", "species": ["C", "C", "C", "C", "C", "C", "H", "H", "H", "H", "H", "H", "H", "H", "H", "H", "H", "H", "N", "N"], "positions_angstrom": [[-1.824, -1.559, 0.294], [-0.941, -1.176, -0.937], [-0.259, 1.185, -0.728], [0.573, 1.648, 0.449], [1.888, 0.969, 0.330], [1.337, -0.458, 0.285], [-1.338, -2.069, 1.095], [-2.538, -0.721, 0.658], [-2.574, -2.304, -0.066], [-1.528, -0.476, -1.736], [-0.593, -2.188, -1.503], [-1.300, 1.244, -0.441], [0.146, 1.581, -1.683], [0.073, 1.174, 1.240], [1.572, 2.157, 2.032], [2.510, 1.223, -0.608], [0.953, -0.792, 1.185], [1.917, -1.334, -0.133], [0.205, -0.273, -0.812], [1.720, 2.168, 1.078]], "lowdin_charge": [-0.11, -0.28, -0.13, -0.29, -0.25, -0.10, 0.04, 0.09, 0.07, 0.14, 0.14, 0.10, 0.12, 0.11, 0.08, 0.16, 0.07, 0.12, -0.17, 0.09], "de_lowest_kj_mol": 572.2, "total_energy_ev": -9390.9196, "smiles": "CCN1C[C@@H]2N[C@H]2C1", "gap_ev": 9.231}


4.
{"formula": "C6H12N2", "method": "ωB97M-V/def2-TZVPD", "species": ["C", "C", "H", "H", "H", "H", "H", "H", "C", "C", "C", "C", "N", "N", "H", "H", "H", "H", "H", "H"], "positions_angstrom": [[-0.435, -2.429, -0.545], [0.406, -3.063, -1.616], [-1.288, -1.890, -0.846], [-0.761, -3.212, 0.079], [0.215, -1.786, 0.105], [0.955, -2.278, -2.145], [-0.391, -3.515, -2.378], [1.063, -3.854, -1.390], [0.661, 1.642, -1.578], [0.301, 1.418, -0.167], [0.600, 1.950, 1.021], [-0.789, 0.154, 1.343], [-0.772, 0.345, 0.032], [-0.087, 1.104, 2.078], [0.162, 2.529, -1.820], [0.386, 0.674, -2.087], [1.219, 2.584, 1.575], [-1.272, -0.558, 1.981], [-0.509, 1.274, 3.033], [1.769, 1.863, -1.632]], "lowdin_charge": [-0.21, -0.17, 0.04, 0.04, 0.06, 0.05, 0.11, 0.04, -0.05, -0.31, -0.03, -0.25, 0.07, 0.01, 0.05, 0.10, 0.08, 0.11, 0.15, 0.10], "de_lowest_kj_mol": 212.7, "total_energy_ev": -9394.6448, "smiles": "Cc1c[nH]cn1.CC", "gap_ev": 10.031}


5.
{"formula": "C6H12N2", "method": "ωB97M-V/def2-TZVPD", "species": ["C", "C", "C", "C", "C", "N", "C", "N", "H", "H", "H", "H", "H", "H", "H", "H", "H", "H", "H", "H"], "positions_angstrom": [[-1.927, 1.498, 0.428], [1.794, -1.534, 0.150], [1.541, 0.997, 0.227], [-1.291, 0.276, -0.173], [1.055, -0.321, -0.329], [-1.669, -0.919, 0.455], [0.259, -0.385, -1.480], [-0.835, 0.371, -1.454], [-1.386, -1.757, -0.036], [-2.645, -0.950, 0.726], [0.386, -1.123, -2.274], [-1.412, 1.743, 1.361], [-2.987, 1.332, 0.649], [-1.845, 2.346, -0.252], [1.655, -2.389, -0.520], [1.391, -1.828, 1.129], [2.869, -1.365, 0.259], [2.628, 1.082, 0.098], [1.079, 1.855, -0.263], [1.339, 1.072, 1.301]], "lowdin_charge": [-0.03, -0.08, -0.08, -0.41, -0.35, 0.11, -0.19, 0.06, 0.09, 0.09, 0.11, 0.08, 0.08, 0.08, 0.07, 0.08, 0.07, 0.08, 0.08, 0.07], "de_lowest_kj_mol": 236.5, "total_energy_ev": -9394.3987, "smiles": "CC(C)=C/N=C(/C)N", "gap_ev": 7.987}


6.
{"formula": "C6H12N2", "method": "ωB97M-V/def2-TZVPD", "species": ["C", "C", "C", "C", "N", "C", "C", "N", "H", "H", "H", "H", "H", "H", "H", "H", "H", "H", "H", "H"], "positions_angstrom": [[0.600, 0.764, 0.645], [-0.862, 1.046, 0.340], [1.601, 1.621, -0.090], [0.657, -0.881, 0.206], [0.799, -1.085, -1.151], [-1.514, -0.299, 0.556], [-2.319, -0.870, -0.365], [1.058, -1.674, 1.112], [0.783, 0.706, 1.715], [0.222, -0.549, -1.778], [1.015, -2.019, -1.462], [1.422, -2.558, 0.756], [-0.981, 1.353, -0.702], [-1.272, 1.807, 1.009], [-1.540, -0.610, 1.593], [2.617, 1.327, 0.168], [1.480, 1.510, -1.170], [1.457, 2.675, 0.162], [-2.727, -1.858, -0.221], [-2.498, -0.405, -1.322]], "lowdin_charge": [-0.28, -0.19, -0.08, -0.49, 0.12, -0.23, 0.01, 0.11, 0.13, 0.09, 0.09, 0.04, 0.11, 0.12, 0.12, 0.08, 0.07, 0.08, 0.05, 0.05], "de_lowest_kj_mol": 166.1, "total_energy_ev": -9395.1285, "smiles": "[H]/N=C(\\N)[C@@H](C)CC=C", "gap_ev": 10.054}


7.
{"formula": "C6H12N2", "method": "ωB97M-V/def2-TZVPD", "species": ["C", "C", "C", "C", "N", "H", "H", "H", "H", "H", "H", "H", "C", "C", "N", "H", "H", "H", "H", "H"], "positions_angstrom": [[1.452, 1.956, 1.125], [0.471, 0.826, 1.167], [-0.269, -2.410, -1.882], [0.742, -1.795, -1.305], [0.440, -0.118, 2.006], [1.171, -0.084, 2.714], [-0.974, -3.002, -1.319], [0.946, 2.879, 1.408], [2.286, 1.783, 1.802], [1.805, 2.078, 0.104], [0.909, -1.845, -0.241], [1.445, -1.203, -1.867], [-1.805, 0.046, 0.382], [-0.557, 0.817, 0.090], [-0.286, 1.449, -0.969], [-1.003, 1.400, -1.690], [-0.441, -2.356, -2.945], [-1.538, -0.907, 0.830], [-2.402, 0.595, 1.109], [-2.392, -0.110, -0.521]], "lowdin_charge": [-0.04, -0.40, -0.08, -0.09, 0.16, 0.06, 0.05, 0.09, 0.08, 0.07, 0.04, 0.05, -0.05, -0.42, 0.16, 0.06, 0.04, 0.06, 0.09, 0.08], "de_lowest_kj_mol": 137.5, "total_energy_ev": -9395.4250, "smiles": "[H]/N=C(C)/C(C)=N/[H].C=C", "gap_ev": 10.419}


8.
{"formula": "C6H12N2", "method": "ωB97M-V/def2-TZVPD", "species": ["C", "C", "H", "H", "H", "H", "H", "H", "C", "C", "C", "C", "N", "N", "H", "H", "H", "H", "H", "H"], "positions_angstrom": [[1.312, 0.382, 1.990], [0.944, -1.055, 1.743], [0.529, 1.081, 1.645], [1.481, 0.661, 3.027], [2.057, 0.802, 1.303], [0.008, -1.325, 2.252], [1.642, -1.749, 2.216], [0.775, -1.344, 0.710], [0.063, 1.882, -1.608], [-1.292, 0.058, -0.315], [-0.649, 0.591, -1.386], [-1.079, -1.431, -1.914], [-1.524, -1.261, -0.650], [-0.571, -0.342, -2.414], [-1.363, 0.558, 0.634], [-1.850, -1.921, 0.037], [0.970, 1.982, -1.006], [-0.490, 2.730, -1.178], [-1.288, -2.352, -2.441], [0.323, 2.051, -2.643]], "lowdin_charge": [-0.17, -0.18, 0.04, 0.07, 0.07, 0.06, 0.06, 0.05, -0.05, -0.10, -0.35, -0.22, 0.04, 0.10, 0.11, 0.15, 0.06, 0.08, 0.12, 0.07], "de_lowest_kj_mol": 46.6, "total_energy_ev": -9396.3672, "smiles": "Cc1c[nH]cn1.CC", "gap_ev": 9.504}


9.
{"formula": "C6H12N2", "method": "ωB97M-V/def2-TZVPD", "species": ["C", "C", "C", "C", "C", "C", "H", "H", "H", "H", "H", "H", "H", "H", "H", "H", "H", "H", "N", "N"], "positions_angstrom": [[-2.479, -0.069, 0.100], [-0.385, -1.381, 0.059], [1.206, -1.423, -0.265], [1.013, 0.628, -0.249], [0.488, 2.029, -0.166], [-0.257, 0.875, 0.282], [-2.985, -1.148, 0.063], [-2.935, 0.766, -0.259], [-2.338, -0.024, 1.261], [-0.904, -2.031, -0.771], [-0.658, -1.675, 1.043], [1.198, -1.415, -1.391], [1.535, -2.474, 0.178], [1.834, -0.294, 1.565], [0.971, 0.367, -1.355], [0.820, 2.742, 0.652], [0.350, 2.547, -1.080], [-0.419, 0.913, 1.456], [-1.087, -0.036, -0.400], [1.946, -0.283, 0.410]], "lowdin_charge": [-0.09, -0.13, -0.22, -0.40, -0.03, -0.42, 0.12, 0.04, 0.09, 0.14, 0.08, 0.11, 0.14, 0.18, 0.16, 0.12, 0.09, 0.18, -0.17, -0.01], "de_lowest_kj_mol": 539.1, "total_energy_ev": -9391.2627, "smiles": "CN1CCN[C@@H]2C[C@H]21", "gap_ev": 9.660}


10.
{"formula": "C6H12N2", "method": "ωB97M-V/def2-TZVPD", "species": ["C", "C", "C", "C", "N", "N", "H", "H", "H", "H", "H", "H", "C", "C", "H", "H", "H", "H", "H", "H"], "positions_angstrom": [[-0.876, 0.063, -3.072], [1.902, 0.868, -0.829], [0.046, 0.603, -1.974], [-0.253, 1.586, -0.997], [1.346, 0.188, -1.815], [0.933, 1.748, -0.306], [3.003, 0.813, -0.768], [0.963, 2.315, 0.559], [-1.163, 2.122, -1.262], [-1.728, 0.682, -3.408], [-1.535, -0.724, -2.461], [-0.371, -0.197, -3.871], [-0.136, -0.642, 2.098], [-0.473, -1.822, 2.907], [0.742, -0.811, 1.546], [-0.929, -0.385, 1.334], [-0.067, 0.175, 2.939], [-1.365, -1.789, 3.431], [0.322, -2.015, 3.660], [-0.362, -2.775, 2.289]], "lowdin_charge": [-0.04, -0.18, -0.34, -0.09, 0.05, 0.02, 0.12, 0.15, 0.12, 0.07, 0.12, 0.00, -0.21, -0.22, 0.03, 0.08, 0.11, 0.03, 0.07, 0.09], "de_lowest_kj_mol": 191.0, "total_energy_ev": -9394.8704, "smiles": "Cc1c[nH]cn1.CC", "gap_ev": 9.278}


11.
{"formula": "C6H12N2", "method": "ωB97M-V/def2-TZVPD", "species": ["C", "C", "N", "N", "C", "H", "H", "H", "H", "H", "H", "H", "H", "C", "C", "C", "H", "H", "H", "H"], "positions_angstrom": [[1.206, -1.338, 1.120], [-0.748, 0.246, 1.127], [-1.664, -0.745, 0.785], [-1.306, 1.521, 1.275], [0.576, 0.021, 1.222], [-2.464, -0.379, 0.284], [-1.224, -1.480, 0.234], [-0.731, 2.152, 1.813], [-2.257, 1.503, 1.612], [1.216, 0.841, 1.501], [2.270, -1.275, 1.351], [1.117, -1.744, 0.108], [0.745, -2.052, 1.805], [1.061, 1.124, -1.910], [0.186, -0.026, -1.997], [-0.610, -0.905, -2.207], [0.879, 1.796, -2.751], [2.100, 0.805, -1.918], [0.866, 1.655, -0.977], [-1.216, -1.719, -2.478]], "lowdin_charge": [-0.12, -0.50, 0.10, 0.09, -0.18, 0.09, 0.06, 0.08, 0.08, 0.09, 0.07, 0.05, 0.07, -0.10, -0.21, 0.08, 0.08, 0.08, 0.06, 0.02], "de_lowest_kj_mol": 214.3, "total_energy_ev": -9394.6284, "smiles": "CC=C(N)N.C#CC", "gap_ev": 8.397}


12.
{"formula": "C6H12N2", "method": "ωB97M-V/def2-TZVPD", "species": ["C", "C", "C", "C", "N", "N", "H", "H", "H", "H", "H", "H", "C", "C", "H", "H", "H", "H", "H", "H"], "positions_angstrom": [[1.327, -1.964, -2.656], [0.655, 1.074, -0.929], [1.123, -0.891, -1.653], [1.694, -0.770, -0.425], [0.537, 0.324, -1.978], [1.367, 0.459, 0.071], [0.069, 1.958, -0.719], [1.616, 0.903, 0.935], [2.313, -1.481, 0.101], [0.587, -2.769, -2.600], [2.321, -2.405, -2.631], [1.156, -1.551, -3.642], [-1.712, 0.159, 1.862], [-2.005, 1.654, 2.081], [-0.637, 0.022, 1.991], [-2.061, -0.425, 2.706], [-2.132, -0.343, 1.000], [-1.153, 2.220, 1.719], [-2.953, 1.931, 1.627], [-2.112, 1.895, 3.140]], "lowdin_charge": [-0.05, -0.22, -0.35, -0.09, 0.09, 0.05, 0.11, 0.14, 0.11, 0.07, 0.07, 0.07, -0.17, -0.16, 0.04, 0.05, 0.06, 0.04, 0.06, 0.06], "de_lowest_kj_mol": 38.8, "total_energy_ev": -9396.4475, "smiles": "Cc1c[nH]cn1.CC", "gap_ev": 9.412}


Repeat the fourth record exactly.
{"formula": "C6H12N2", "method": "ωB97M-V/def2-TZVPD", "species": ["C", "C", "H", "H", "H", "H", "H", "H", "C", "C", "C", "C", "N", "N", "H", "H", "H", "H", "H", "H"], "positions_angstrom": [[-0.435, -2.429, -0.545], [0.406, -3.063, -1.616], [-1.288, -1.890, -0.846], [-0.761, -3.212, 0.079], [0.215, -1.786, 0.105], [0.955, -2.278, -2.145], [-0.391, -3.515, -2.378], [1.063, -3.854, -1.390], [0.661, 1.642, -1.578], [0.301, 1.418, -0.167], [0.600, 1.950, 1.021], [-0.789, 0.154, 1.343], [-0.772, 0.345, 0.032], [-0.087, 1.104, 2.078], [0.162, 2.529, -1.820], [0.386, 0.674, -2.087], [1.219, 2.584, 1.575], [-1.272, -0.558, 1.981], [-0.509, 1.274, 3.033], [1.769, 1.863, -1.632]], "lowdin_charge": [-0.21, -0.17, 0.04, 0.04, 0.06, 0.05, 0.11, 0.04, -0.05, -0.31, -0.03, -0.25, 0.07, 0.01, 0.05, 0.10, 0.08, 0.11, 0.15, 0.10], "de_lowest_kj_mol": 212.7, "total_energy_ev": -9394.6448, "smiles": "Cc1c[nH]cn1.CC", "gap_ev": 10.031}